The following is a DFT calculation (the ωB97M-V functional and the def2-TZVPD basis) of the ion C11H15N2 with charge +1 in a non-equilibrium geometry.

Summary:
HOMO level = -12.376 eV
E_LUMO = -3.756 eV
charge = +1
2S+1 = 1
ΔE to the lowest compared entry with this formula, charge and spin = 155.86 kJ/mol

Each line ends with the Löwdin charge.
Element x y z (Å)
C 2.378 0.282 1.198  -0.002
C 1.520 0.577 0.036  -0.116
N 2.171 0.522 -1.063  0.235
C -0.173 0.942 -0.154  -0.350
C -0.511 1.888 0.952  0.004
N -0.311 1.129 -1.555  -0.008
C -1.123 0.032 -2.120  -0.124
C -1.176 -0.954 -1.038  -0.200
C -1.699 -2.253 -1.177  -0.017
C -1.977 -2.960 -0.063  -0.024
C -1.485 -2.475 1.213  -0.024
C -0.835 -1.253 1.326  -0.014
C -0.706 -0.477 0.152  -0.138
H 3.212 0.966 1.202  0.105
H 2.815 -0.712 1.250  0.111
H 1.851 0.344 2.137  0.078
H 3.050 0.051 -1.205  0.162
H 1.610 0.919 -1.787  0.110
H -0.127 2.795 0.806  0.042
H -0.155 1.661 1.902  0.062
H -1.719 1.893 1.024  0.175
H -0.750 2.014 -1.817  0.150
H -0.604 -0.206 -3.149  0.158
H -2.316 0.315 -2.370  0.193
H -2.043 -2.738 -2.047  0.114
H -2.401 -3.871 -0.268  0.087
H -1.606 -2.956 2.102  0.073
H -0.396 -0.914 2.375  0.159


The following is a DFT calculation (the ωB97M-V functional and the def2-TZVPD basis) of the ion C11H15N2OS with charge +1 in a non-equilibrium geometry.

Summary:
HOMO level = -12.330 eV
E_LUMO = -3.332 eV
charge = +1
2S+1 = 1
ΔE to the lowest compared entry with this formula, charge and spin = 46.12 kJ/mol

Each line ends with the Löwdin charge.
Element x y z (Å)
O -1.761 2.417 2.011  0.208
C -1.419 1.267 1.451  -0.241
N -0.303 0.913 0.846  0.050
C 0.950 1.523 0.932  -0.145
C 1.500 1.642 -0.452  -0.143
C 0.281 1.789 -1.400  -0.144
C -0.501 0.486 -1.555  -0.074
C -0.484 -0.253 -0.212  -0.251
C 0.528 -1.527 -0.157  -0.464
C 1.127 -2.209 -1.202  -0.122
C 1.737 -3.366 -0.762  -0.197
C 1.895 -3.451 0.569  -0.335
S 0.771 -2.354 1.288  1.060
N -1.763 -0.739 0.373  0.023
C -2.428 0.251 1.154  -0.116
H -2.525 2.339 2.549  0.130
H 1.564 0.825 1.528  0.146
H 0.866 2.516 1.443  0.161
H 2.098 0.821 -0.718  0.099
H 2.159 2.511 -0.486  0.129
H 0.514 2.276 -2.317  0.110
H -0.295 2.635 -0.905  0.137
H -0.234 0.034 -2.407  0.078
H -1.467 0.896 -1.787  0.126
H 0.964 -2.042 -2.259  0.121
H 2.232 -4.013 -1.436  0.110
H 2.223 -4.292 1.064  0.055
H -2.160 -1.642 0.123  0.155
H -2.836 -0.194 2.075  0.155
H -3.232 0.939 0.650  0.179


The following is a DFT calculation (the ωB97M-V functional and the def2-TZVPD basis) of a structure of composition C11H15N4V in a non-equilibrium geometry.

Summary:
expectation value of S² = 3.796
HOMO level (alpha / beta) = -1.134 / -4.237 eV
E_LUMO (alpha / beta) = 2.373 / 2.361 eV
charge = -1
2S+1 = 4
ΔE to the lowest compared entry with this formula, charge and spin = 6.43 kJ/mol

Each line ends with the Löwdin charge.
Element x y z (Å)
C -0.463 -4.967 -1.135  -0.453
V 0.032 -3.188 -1.076  0.266
N 1.516 -3.340 -2.630  -0.012
H -1.061 -3.365 0.104  -0.074
H -1.236 -3.485 -1.905  -0.027
H -1.345 -5.455 -0.646  0.002
H 0.360 -4.892 -0.379  -0.026
H -0.156 -5.656 -1.971  -0.007
H 2.406 -2.930 -2.339  0.041
H 1.270 -2.866 -3.499  0.059
H 1.744 -4.300 -2.912  0.058
N -2.004 6.533 3.327  0.065
C -1.639 5.565 2.787  -0.253
C -1.173 4.376 2.114  -0.309
C -1.551 3.100 2.585  -0.076
C -1.089 1.957 1.930  -0.059
C -0.202 2.065 0.872  -0.261
C 0.189 3.341 0.381  -0.047
C -0.340 4.489 1.005  -0.080
N 0.357 0.914 0.287  -0.027
C 1.555 0.876 -0.451  -0.049
C 1.700 -0.440 -0.897  -0.131
N 0.561 -1.171 -0.473  -0.086
C -0.186 -0.360 0.274  -0.134
H -2.197 3.022 3.455  0.097
H -1.394 0.955 2.282  0.100
H 0.854 3.430 -0.457  0.072
H -0.078 5.473 0.615  0.101
H 2.165 1.725 -0.598  0.083
H 2.509 -0.842 -1.435  0.057
H -1.104 -0.564 0.786  0.107


The following is a DFT calculation (the ωB97M-V functional and the def2-TZVPD basis) of the molecule C11H15N5O4S in a non-equilibrium geometry.

Summary:
HOMO level = -8.441 eV
E_LUMO = 0.298 eV
charge = 0
2S+1 = 1

Each line ends with the Löwdin charge.
Element x y z (Å)
C 0.346 3.507 1.147  -0.357
S 0.810 2.983 -0.514  0.949
C -0.176 1.555 -0.587  -0.459
C -1.521 1.384 -0.889  -0.039
C -2.383 2.444 -1.336  -0.513
N -3.659 2.320 -1.766  0.165
O -2.088 3.622 -1.473  -0.008
C -1.847 -0.056 -0.687  -0.023
C -3.044 -0.881 -0.963  -0.320
O -4.062 -0.403 -1.566  0.001
N -3.152 -2.195 -0.617  0.193
C -1.888 -2.717 -0.483  -0.438
N -1.990 -4.087 -0.651  0.119
N -0.743 -2.142 -0.344  0.206
C -0.769 -0.737 -0.381  -0.162
N 0.270 0.267 -0.392  -0.013
C 1.609 -0.149 -0.495  -0.193
O 2.237 -0.190 0.800  -0.117
C 3.603 -0.570 0.919  -0.210
C 3.810 -1.008 2.367  -0.203
O 5.133 -1.621 2.590  -0.058
H 0.777 2.804 1.937  0.067
H -0.709 3.422 1.262  0.025
H 0.692 4.512 1.320  0.031
H -4.094 3.182 -2.158  0.146
H -3.975 1.401 -1.731  0.014
H -3.904 -2.731 -1.108  0.195
H -1.115 -4.440 -0.296  0.093
H -2.078 -4.306 -1.624  0.097
H 2.078 0.722 -0.983  0.102
H 1.807 -1.008 -1.212  0.164
H 3.844 -1.384 0.241  0.120
H 4.367 0.204 0.693  0.134
H 2.977 -1.668 2.556  0.109
H 3.548 -0.120 2.952  0.119
H 5.291 -1.913 3.475  0.063


The following is a DFT calculation (the ωB97M-V functional and the def2-TZVPD basis) of a cluster of 2 separate species, C11H15NS in total in a non-equilibrium geometry.

Summary:
HOMO level = -7.786 eV
E_LUMO = 0.917 eV
charge = 0
2S+1 = 1
ΔE to the lowest compared entry with this formula, charge and spin = 328.56 kJ/mol

Each line ends with the Löwdin charge.
Element x y z (Å)
C 2.506 -3.858 -2.533  -0.072
C 1.809 -3.395 -1.340  -0.263
C 1.130 -4.142 -0.438  -0.033
N 0.293 -3.380 0.491  0.119
C 0.449 -1.999 -0.175  -0.154
C -0.160 -0.832 0.229  -0.009
C 0.139 0.444 -0.345  -0.037
C 1.255 0.333 -1.135  -0.124
C 1.772 -0.819 -1.691  -0.047
C 1.452 -2.019 -1.105  -0.189
H 3.412 -3.270 -2.591  0.072
H 1.918 -4.070 -3.491  0.114
H 2.993 -4.833 -2.417  0.073
H 1.178 -5.174 -0.277  0.098
H -0.437 -3.730 0.958  0.059
H -0.700 -0.792 1.120  0.088
H -0.330 1.261 -0.161  0.026
H 1.891 1.232 -1.506  0.129
H 2.589 -0.792 -2.517  0.143
C -2.719 3.642 3.081  -0.404
S -2.532 3.856 1.291  0.756
C -1.359 5.162 1.008  -0.438
H -2.182 2.777 3.322  0.003
H -2.442 4.437 3.708  0.027
H -3.643 3.367 3.426  -0.001
H -0.555 4.813 0.425  0.009
H -1.029 5.653 1.960  0.063
H -1.846 5.981 0.603  -0.008


The following is a DFT calculation (the ωB97M-V functional and the def2-TZVPD basis) of a cluster of 2 separate species, C11H15NS in total in a non-equilibrium geometry.

Summary:
HOMO level = -7.937 eV
E_LUMO = 0.972 eV
charge = 0
2S+1 = 1
ΔE to the lowest compared entry with this formula, charge and spin = 82.91 kJ/mol

Each line ends with the Löwdin charge.
Element x y z (Å)
C 2.648 -3.464 -2.269  -0.038
C 1.510 -3.128 -1.355  -0.212
C 0.975 -3.802 -0.317  -0.072
N 0.113 -3.013 0.454  0.069
C 0.119 -1.753 -0.151  -0.220
C -0.578 -0.602 0.213  -0.026
C -0.287 0.572 -0.443  -0.106
C 0.535 0.551 -1.589  -0.092
C 1.217 -0.591 -1.960  -0.032
C 1.006 -1.765 -1.237  -0.139
H 3.511 -3.848 -1.783  0.063
H 2.993 -2.570 -2.784  0.067
H 2.377 -4.251 -2.978  0.080
H 1.093 -4.864 -0.150  0.118
H -0.811 -3.335 0.565  0.126
H -1.218 -0.720 1.083  0.109
H -0.687 1.528 -0.141  0.048
H 0.647 1.502 -2.080  0.093
H 1.954 -0.498 -2.740  0.100
C -3.103 3.067 2.373  -0.397
S -1.297 2.755 2.331  0.735
C -0.680 4.441 2.032  -0.414
H -3.592 2.452 3.120  0.026
H -3.286 4.128 2.493  0.022
H -3.470 2.810 1.387  0.019
H -0.293 4.631 1.031  0.029
H 0.100 4.608 2.766  0.019
H -1.494 5.157 2.128  0.025


The following is a DFT calculation (the ωB97M-V functional and the def2-TZVPD basis) of a structure of composition C11H16BCeClN6 in a non-equilibrium geometry.

Summary:
HOMO level (alpha / beta) = -15.395 / -15.395 eV
E_LUMO (alpha / beta) = -8.785 / -8.796 eV
charge = +2
2S+1 = 1

Each line ends with the Löwdin charge.
Element x y z (Å)
H -1.593 -2.542 -1.917  0.134
N -0.651 -0.618 -2.126  -0.190
B 0.468 1.543 -3.025  -0.429
N -0.286 0.172 -3.217  0.029
C -0.641 -0.472 -4.330  0.014
Ce -0.590 -0.109 0.030  1.394
H -0.434 0.002 -5.280  0.154
C -1.239 -1.690 -3.995  0.014
H -1.627 -2.424 -4.669  0.120
C -1.236 -1.771 -2.599  -0.048
H 0.667 2.047 -4.087  0.132
C 1.090 0.367 2.429  -0.046
H 1.058 0.219 3.511  0.078
H 0.295 1.092 2.103  0.017
H 2.088 0.742 2.190  0.056
N 1.797 1.233 -2.263  -0.016
N -0.396 2.484 -2.112  0.019
N 1.727 0.575 -1.036  -0.053
N -0.804 2.007 -0.862  -0.153
C 3.081 1.454 -2.590  -0.011
C -0.868 3.732 -2.280  0.019
H 3.331 1.942 -3.517  0.141
H -0.679 4.263 -3.201  0.150
C 3.888 0.951 -1.559  -0.007
C -1.568 4.109 -1.121  0.010
C 3.002 0.413 -0.613  -0.101
C -1.503 3.016 -0.252  -0.068
H 4.956 0.973 -1.502  0.110
H -2.053 5.044 -0.937  0.117
H 3.221 -0.074 0.337  0.116
H -1.915 2.876 0.742  0.131
H 0.952 -0.623 1.965  0.003
Cl -2.190 -0.656 2.696  0.728
C -2.452 -1.171 1.078  -0.692
H -2.426 -2.269 0.944  0.065
H -3.298 -0.625 0.603  0.064


The following is a DFT calculation (the ωB97M-V functional and the def2-TZVPD basis) of a structure of composition C11H16BaN2O4S in a non-equilibrium geometry.

Summary:
HOMO level = -14.726 eV
E_LUMO = -9.807 eV
charge = +2
2S+1 = 1
ΔE to the lowest compared entry with this formula, charge and spin = 2276.34 kJ/mol

Each line ends with the Löwdin charge.
Element x y z (Å)
Ba 0.569 0.010 -2.299  1.974
O 0.562 3.073 -2.154  0.322
C 0.564 2.013 -2.250  -0.491
C 0.572 -1.995 -2.249  -0.472
O 0.574 -3.057 -2.153  0.326
C 2.579 0.012 -2.387  -0.466
O 3.641 0.015 -2.373  0.332
C -1.442 0.005 -2.385  -0.421
O -2.507 0.003 -2.373  0.332
C 0.567 0.698 -4.600  -0.179
H -0.356 1.251 -4.744  0.108
H 1.487 1.254 -4.744  0.109
C 0.569 -0.681 -4.600  -0.178
H 1.492 -1.234 -4.744  0.109
H -0.351 -1.237 -4.743  0.108
C -0.143 2.594 1.759  -0.090
N -0.491 1.295 2.362  -0.190
C -1.520 1.315 3.396  -0.054
C 0.133 0.094 1.874  -0.622
S 1.355 0.269 0.748  0.690
N -0.153 -1.248 2.306  -0.205
C -0.647 -1.629 3.625  -0.054
C 0.128 -2.380 1.411  -0.096
H -0.697 3.441 2.209  0.105
H -0.374 2.576 0.676  0.060
H 0.936 2.797 1.908  0.090
H -2.321 0.590 3.157  0.106
H -1.067 1.158 4.391  0.098
H -2.001 2.309 3.491  0.102
H -1.657 -2.079 3.542  0.111
H 0.040 -2.375 4.074  0.111
H -0.643 -0.817 4.350  0.072
H -0.464 -2.266 0.481  0.069
H 1.207 -2.423 1.165  0.072
H -0.143 -3.352 1.872  0.112